1.
Density functional theory data (ωB97M-V/def2-TZVPD) for a 2-piece molecular cluster, C5H14N2S overall at a distorted geometry.

Energy above the lowest of the compared OMol25 structures with the same formula, charge and spin (kcal/mol): 0.0
Energy (Eh): -706.5675
Maximum force (eV Å⁻¹): 1.48
Multiplicity: 2
Expectation value of S²: 0.75
Total charge: -1
HOMO energy (spin up / spin down) (eV): -3.10 / -2.67
Frontier orbital gap (spin up / spin down) (Ha): 0.234 / 0.218

Geometry as XYZ:
```
22
Properties=species:S:1:pos:R:3:lowdin_charge:R:1
C -0.72 -0.09 -0.32 -0.244
N 0.68 0.03 -0.70 -0.098
C 0.86 0.05 -2.16 -0.327
C 2.38 0.09 -2.44 -0.161
S 3.09 -2.78 -1.13 -0.550
C -0.83 -0.14 1.20 -0.243
N -1.94 0.67 1.71 -0.150
C -2.07 0.59 3.15 -0.161
H -1.18 -1.00 -0.74 0.111
H -1.26 0.78 -0.71 0.105
H 1.14 -0.85 -0.42 0.036
H 0.47 -0.82 -2.68 0.100
H 0.39 0.98 -2.50 0.095
H 2.56 -0.03 -3.50 0.062
H 2.70 -0.79 -1.84 -0.154
H 2.84 0.98 -2.03 0.062
H 0.13 0.20 1.60 0.112
H -1.04 -1.15 1.52 0.107
H -1.83 1.62 1.39 0.092
H -2.05 -0.46 3.44 0.068
H -3.04 0.99 3.45 0.066
H -1.27 1.10 3.69 0.072
```

***

2.
Density functional theory data (ωB97M-V/def2-TZVPD) for C5H14N2S in the gas phase at a distorted geometry.

Energy above the lowest of the compared OMol25 structures with the same formula, charge and spin (kcal/mol): 52.1
SMILES string: CNC[C@H](N)CCS
Energy (Eh): -706.5071
Maximum force (eV Å⁻¹): 5.11
HOMO energy (eV): -8.61
Frontier orbital gap (Ha): 0.350

Geometry as XYZ:
```
22
Properties=species:S:1:pos:R:3:lowdin_charge:R:1
N -0.48 0.11 -2.35 0.017
C 0.31 -0.26 -1.08 -0.329
C -0.95 -0.45 -0.01 -0.233
C -0.95 -1.83 0.57 -0.682
S -2.55 -2.43 0.73 0.744
C 1.11 0.87 -0.62 -0.293
N 1.82 0.87 0.65 -0.090
C 1.03 1.81 1.48 -0.153
H -0.60 1.10 -2.35 0.054
H -0.05 -0.43 -3.13 0.082
H 0.84 -1.19 -1.29 0.126
H -0.95 0.26 0.75 0.057
H -1.78 -0.46 -0.75 0.086
H -0.32 -2.41 -0.14 0.078
H -0.40 -1.84 1.53 0.086
H -2.90 -2.73 2.00 -0.141
H 1.95 0.91 -1.37 0.124
H 0.47 1.83 -0.77 0.146
H 1.91 -0.06 1.07 0.109
H 1.21 1.76 2.58 0.091
H 1.35 2.77 1.14 0.066
H -0.06 1.79 1.37 0.055
```

***

3.
Density functional theory data (ωB97M-V/def2-TZVPD) for a 2-piece molecular cluster, C5H14N2S overall at a distorted geometry.

Energy above the lowest of the compared OMol25 structures with the same formula, charge and spin (kcal/mol): 34.6
SMILES string: [H]/N=C/NC.CCCS
Energy (Eh): -706.5350
Maximum force (eV Å⁻¹): 4.10
HOMO energy (eV): -8.16
Frontier orbital gap (Ha): 0.328

Geometry as XYZ:
```
22
Properties=species:S:1:pos:R:3:lowdin_charge:R:1
C -1.05 0.34 2.80 -0.140
C -0.66 0.63 1.37 -0.362
C -1.60 0.04 0.28 -0.598
S -1.59 -1.75 0.29 0.678
H -1.87 1.00 3.08 0.071
H -0.26 0.61 3.50 0.067
H -1.29 -0.71 2.98 0.055
H -0.46 1.70 1.28 0.096
H 0.28 0.05 1.23 0.078
H -1.28 0.48 -0.67 0.046
H -2.62 0.41 0.46 0.069
C 2.33 2.15 -1.84 -0.091
N 0.86 -1.05 -1.12 -0.003
C 1.72 -0.12 -1.15 -0.301
N 1.57 1.24 -1.04 -0.056
H 1.66 2.81 -2.42 0.091
H 2.96 1.55 -2.49 0.078
H 2.95 2.78 -1.19 0.078
H -0.24 -1.88 0.07 -0.154
H 0.90 -1.76 -1.85 0.079
H 2.72 -0.35 -1.62 0.124
H 0.76 1.50 -0.50 0.095
```

***

4.
Density functional theory data (ωB97M-V/def2-TZVPD) for a 2-piece molecular cluster, C5H14N3 overall at a distorted geometry.

Energy above the lowest of the compared OMol25 structures with the same formula, charge and spin (kcal/mol): 154.7
Energy (Eh): -362.7327
Maximum force (eV Å⁻¹): 2.18
Total charge: +1
HOMO energy (eV): -12.90
Frontier orbital gap (Ha): 0.185

Geometry as XYZ:
```
22
Properties=species:S:1:pos:R:3:lowdin_charge:R:1
C -2.83 0.12 -0.02 -0.043
C -1.38 -0.11 -0.35 -0.411
C -0.60 -1.20 0.59 -0.055
C 0.40 -2.01 -0.18 -0.218
N 3.13 0.35 -0.57 0.132
C 2.14 -0.39 -0.03 -0.307
N 1.53 -1.26 -0.73 0.055
N -0.51 0.92 -0.30 0.342
H -3.44 -0.79 -0.07 0.097
H -3.00 0.54 0.98 0.100
H -3.31 0.86 -0.69 0.103
H -1.36 -0.58 -1.35 0.192
H -1.41 -1.86 0.87 0.136
H -0.16 -0.72 1.46 0.113
H 0.80 -2.81 0.45 0.150
H -0.10 -2.42 -1.06 0.122
H 3.33 1.28 -0.22 0.110
H 3.39 0.15 -1.53 0.119
H 1.95 -0.17 1.02 0.135
H 1.34 3.95 1.09 -0.001
H -1.01 1.74 0.09 0.123
H 1.10 4.43 0.56 0.009
```

***

5.
Density functional theory data (ωB97M-V/def2-TZVPD) for an isolated ion of composition C5H14N3 and charge +1 at a distorted geometry.

Energy above the lowest of the compared OMol25 structures with the same formula, charge and spin (kcal/mol): 81.2
Energy (Eh): -362.8498
Maximum force (eV Å⁻¹): 1.29
Total charge: +1
HOMO energy (eV): -12.44
Frontier orbital gap (Ha): 0.340

Geometry as XYZ:
```
22
Properties=species:S:1:pos:R:3:lowdin_charge:R:1
C -0.86 -0.28 -0.68 -0.235
C 0.02 -0.38 0.58 -0.108
C 1.70 0.96 -0.52 -0.045
C -2.94 0.55 0.26 -0.116
C 2.04 -1.40 -0.41 0.008
N -1.75 0.85 -0.52 -0.135
N 2.32 1.90 0.09 0.164
N 1.49 -0.24 0.31 -0.189
H -0.23 -0.10 -1.55 0.102
H -1.40 -1.23 -0.83 0.126
H -0.27 0.44 1.24 0.133
H -0.12 -1.33 1.10 0.136
H -2.03 1.22 -1.42 0.114
H -3.54 1.45 0.34 0.087
H -3.55 -0.25 -0.18 0.087
H -2.65 0.24 1.27 0.077
H 1.82 -2.32 0.13 0.116
H 1.61 -1.44 -1.41 0.108
H 3.12 -1.28 -0.50 0.113
H 2.64 1.88 1.07 0.142
H 2.50 2.76 -0.41 0.134
H 1.96 -0.17 1.23 0.180
```

***

6.
Density functional theory data (ωB97M-V/def2-TZVPD) for an isolated ion of composition C5H14N3 and charge +1 at a distorted geometry.

Energy above the lowest of the compared OMol25 structures with the same formula, charge and spin (kcal/mol): 209.2
Energy (Eh): -362.6459
Maximum force (eV Å⁻¹): 5.02
Total charge: +1
HOMO energy (eV): -13.56
Frontier orbital gap (Ha): 0.185

Geometry as XYZ:
```
22
Properties=species:S:1:pos:R:3:lowdin_charge:R:1
C -2.09 1.22 0.39 -0.039
C -1.55 -0.09 -0.11 -0.486
C -0.50 -0.80 0.75 -0.031
C 0.81 -0.17 0.14 -0.282
C 2.24 -0.52 0.36 -0.158
N 3.11 0.16 -0.68 0.026
N 0.63 1.23 -0.23 0.338
N -2.71 -0.96 -0.56 0.036
H -1.39 1.48 1.04 0.009
H -3.17 1.02 0.79 0.137
H -2.13 1.99 -0.41 0.107
H -1.16 -0.07 -1.13 0.121
H -0.64 -0.75 1.87 0.163
H -0.47 -1.92 0.51 0.148
H 2.71 -0.34 1.33 0.137
H 2.51 -1.57 0.30 0.139
H 2.88 1.08 -1.06 0.078
H 4.01 -0.21 -0.77 0.068
H 0.47 -0.10 -0.94 0.194
H 1.20 1.77 0.39 0.116
H -3.22 -1.46 0.21 0.100
H -2.23 -1.78 -0.96 0.078
```

***

7.
Density functional theory data (ωB97M-V/def2-TZVPD) for an isolated ion of composition C5H14N3 and charge +1 at a distorted geometry.

Energy above the lowest of the compared OMol25 structures with the same formula, charge and spin (kcal/mol): 59.8
Energy (Eh): -362.6894
Maximum force (eV Å⁻¹): 6.84
Multiplicity: 3
Expectation value of S²: 2.01
Total charge: +1
HOMO energy (spin up / spin down) (eV): -9.71 / -14.59
Frontier orbital gap (spin up / spin down) (Ha): 0.254 / 0.267

Geometry as XYZ:
```
22
Properties=species:S:1:pos:R:3:lowdin_charge:R:1
C -1.76 -1.10 -1.16 -0.042
C -0.91 -1.51 0.03 -0.178
C 1.42 0.21 -1.32 0.044
C 0.88 -1.38 1.60 0.016
C 0.02 1.65 0.28 -0.177
N -1.38 1.69 0.14 0.040
N 0.47 0.28 -0.19 -0.043
N 0.12 -0.85 0.46 -0.229
H -2.82 -1.13 -0.85 0.088
H -1.64 -1.72 -2.05 0.078
H -1.03 -2.42 0.64 0.121
H 0.87 -0.04 -2.24 0.125
H 2.13 1.05 -1.37 0.106
H 2.18 -0.61 -0.95 0.156
H 1.47 -0.45 1.82 0.115
H 0.33 -1.51 2.52 0.094
H 1.32 -2.34 1.35 0.103
H 0.70 2.34 -0.34 0.159
H 0.30 1.77 1.27 0.114
H -1.69 2.38 -0.59 0.132
H -1.89 2.20 0.90 0.126
H -1.24 -0.08 -1.14 0.053
```

***

8.
Density functional theory data (ωB97M-V/def2-TZVPD) for C5H14N3Ti as an isolated structure at a distorted geometry.

Energy (Eh): -1212.4645
Maximum force (eV Å⁻¹): 2.61
Multiplicity: 3
Expectation value of S²: 2.01
Total charge: -1
HOMO energy (spin up / spin down) (eV): 0.46 / -3.35
Frontier orbital gap (spin up / spin down) (Ha): 0.090 / 0.241

Geometry as XYZ:
```
23
Properties=species:S:1:pos:R:3:lowdin_charge:R:1
C -1.27 1.64 -0.16 -0.437
Ti -0.06 -0.14 -0.25 0.178
N -1.69 -1.57 -0.03 -0.042
H 1.22 0.81 0.08 -0.132
H -0.58 0.63 -1.71 -0.088
H -0.65 2.47 -0.53 -0.051
H -1.41 1.77 0.94 -0.041
H -2.24 1.55 -0.67 -0.055
H -1.59 -2.07 0.85 0.020
H -1.86 -2.29 -0.75 0.033
H -2.52 -0.98 0.02 0.047
C 3.84 -3.87 -0.39 -0.146
N 2.74 -3.16 0.25 -0.127
C 2.08 -3.57 1.41 -0.161
C 1.08 -2.66 1.62 -0.171
N 1.08 -1.76 0.55 -0.111
C 2.10 -2.08 -0.24 -0.187
H 4.71 -3.93 0.28 0.075
H 3.52 -4.89 -0.63 0.046
H 4.15 -3.37 -1.31 0.080
H 2.38 -4.43 1.98 0.079
H 0.43 -2.52 2.46 0.081
H 2.41 -1.47 -1.09 0.110
```

***

9.
Density functional theory data (ωB97M-V/def2-TZVPD) for an isolated ion of composition C5H14N4 and charge +2 at a distorted geometry.

Energy above the lowest of the compared OMol25 structures with the same formula, charge and spin (kcal/mol): 126.0
SMILES string: CN[N+]1=CN([NH2+]C)CC1
Energy (Eh): -417.1307
Maximum force (eV Å⁻¹): 4.33
Total charge: +2
HOMO energy (eV): -17.78
Frontier orbital gap (Ha): 0.373

Geometry as XYZ:
```
23
Properties=species:S:1:pos:R:3:lowdin_charge:R:1
C -0.76 0.59 -0.48 0.055
C 1.24 -0.26 0.53 -0.011
C 0.03 -1.06 1.05 -0.021
C -2.87 -2.10 0.85 -0.155
C 2.36 2.28 -0.15 0.040
N 0.64 0.68 -0.49 -0.120
N -2.76 -0.72 0.57 0.090
N -1.09 -0.28 0.41 0.014
N 1.48 1.53 -1.12 0.037
H -1.33 1.32 -1.04 0.182
H 1.53 0.49 1.26 0.128
H 1.95 -0.78 0.00 0.121
H -0.06 -2.01 0.61 0.113
H 0.07 -1.21 2.15 0.162
H -2.71 -2.67 1.76 0.088
H -4.02 -2.37 0.71 0.166
H -2.36 -2.74 0.08 0.108
H 1.72 2.68 0.59 0.103
H 3.20 1.73 0.22 0.115
H 2.76 3.17 -0.70 0.137
H -2.89 -0.11 1.40 0.137
H 0.87 2.22 -1.75 0.268
H 2.23 1.04 -1.72 0.243
```

***

10.
Density functional theory data (ωB97M-V/def2-TZVPD) for a 2-piece molecular cluster, C5H14NO overall at a distorted geometry.

Energy above the lowest of the compared OMol25 structures with the same formula, charge and spin (kcal/mol): 11.2
Energy (Eh): -328.8759
Maximum force (eV Å⁻¹): 1.85
Total charge: -1
HOMO energy (eV): -2.74
Frontier orbital gap (Ha): 0.248

Geometry as XYZ:
```
21
Properties=species:S:1:pos:R:3:lowdin_charge:R:1
N -2.63 -1.69 -0.25 -0.054
C -1.94 -1.25 1.03 -0.574
O -0.62 -1.10 0.84 -0.355
H -1.79 -1.96 -0.80 0.043
H -3.15 -2.55 -0.10 0.005
H -2.43 -0.30 1.33 0.067
H -2.15 -2.02 1.76 0.053
C -0.10 1.29 -0.58 -0.113
C 1.32 0.70 -0.57 -0.478
C 2.28 1.55 -1.37 -0.130
C 1.75 0.49 0.92 -0.096
H -0.83 0.53 -0.19 0.044
H -0.21 2.19 0.11 0.084
H -0.40 1.56 -1.60 0.059
H 1.25 -0.29 -1.06 0.124
H 3.18 1.05 -1.76 0.060
H 2.70 2.36 -0.76 0.063
H 1.82 2.02 -2.26 0.059
H 0.99 -0.14 1.33 0.018
H 2.74 0.02 0.96 0.062
H 1.81 1.43 1.46 0.059
```